This record from the Open Molecules 2025 dataset describes a structure of composition C33H31AsBrIN5O7STi. The level of theory is ωB97M-V/def2-TZVPD.

Each line ends with the Löwdin charge.
Positions of all 81 atoms, in Å:
Ti -1.074 0.592 0.073  1.1724
Br -5.478 3.067 5.181  0.6977
C -4.696 2.322 3.619  -0.6950
C -4.979 2.886 2.374  -0.1185
C -4.428 2.350 1.231  0.0112
C -3.557 1.250 1.303  -0.3361
O -3.036 0.713 0.229  -0.1718
C -3.277 0.700 2.571  -0.1308
C -2.463 -0.495 2.662  -0.0455
N -1.646 -0.886 1.758  0.0526
C -0.980 -2.121 1.963  -0.1807
C -0.318 -2.413 3.122  -0.0092
C 0.332 -3.656 3.281  -0.1050
C 0.359 -4.562 2.264  -0.0348
C -0.303 -4.277 1.046  -0.1542
C -0.325 -5.169 -0.048  -0.0151
C -1.020 -4.836 -1.173  -0.0560
C -1.707 -3.602 -1.205  -0.1466
N -1.704 -2.749 -0.217  0.1379
C -0.999 -3.062 0.896  -0.1647
C -3.868 1.231 3.720  -0.0782
H -5.636 3.743 2.312  0.0994
H -4.640 2.768 0.257  0.1206
H -2.603 -1.117 3.548  0.1438
H -0.260 -1.666 3.903  0.1242
H 0.843 -3.870 4.212  0.0994
H 0.891 -5.500 2.370  0.1130
H 0.216 -6.105 0.022  0.1142
H -1.053 -5.493 -2.032  0.1006
H -2.274 -3.311 -2.086  0.1062
H -3.662 0.786 4.686  0.1107
C 4.434 -1.621 3.184  -0.0553
C 3.260 -2.280 2.797  -0.1380
N 2.775 -2.277 1.579  0.1582
C 3.444 -1.586 0.637  -0.1521
C 4.647 -0.910 0.913  -0.1551
C 5.133 -0.937 2.228  -0.0233
C 5.347 -0.212 -0.125  -0.0306
C 4.872 -0.200 -1.383  -0.0273
C 3.639 -0.859 -1.707  -0.1514
C 3.115 -0.818 -3.006  -0.0159
C 1.915 -1.412 -3.260  -0.0526
C 1.244 -2.028 -2.192  -0.1297
N 1.705 -2.101 -0.961  0.1593
C 2.905 -1.534 -0.714  -0.1556
H 4.763 -1.655 4.215  0.0980
H 2.697 -2.839 3.539  0.0810
H 6.046 -0.406 2.468  0.1132
H 6.265 0.304 0.130  0.1095
H 5.396 0.327 -2.173  0.1114
H 3.661 -0.298 -3.785  0.1189
H 1.456 -1.378 -4.238  0.1060
H 0.260 -2.448 -2.359  0.0878
C -1.864 4.146 -2.711  -0.2352
As -0.582 3.664 -1.383  1.1111
C 1.097 3.241 -2.180  -0.1838
C -0.503 5.139 -0.163  -0.1831
O -1.323 2.360 -0.596  -0.5107
H -1.539 5.049 -3.227  0.0199
H -2.820 4.297 -2.213  0.0388
H -1.909 3.347 -3.451  -0.0188
H 1.049 3.534 -3.231  -0.0491
H 1.227 2.165 -2.082  0.0238
H 1.882 3.754 -1.630  0.0446
H -0.730 6.051 -0.713  0.0391
H 0.472 5.183 0.311  0.0277
H -1.262 4.955 0.596  0.0487
O 0.913 0.792 -0.027  -0.4063
S 1.106 1.651 1.238  0.3558
O 1.307 3.031 0.841  -0.3336
O -0.306 1.451 1.797  -0.3973
O 2.108 1.107 2.105  -0.2741
N -2.839 -0.470 -2.879  0.1284
C -1.527 0.007 -2.781  -0.5314
O -1.028 -0.182 -1.539  -0.2171
C -0.800 0.564 -3.749  0.0208
I -0.099 3.697 -5.998  -0.5750
H -3.342 -0.351 -2.010  0.0760
H -3.335 -0.099 -3.672  0.0899
H -1.220 0.759 -4.724  0.0305
H 0.233 0.807 -3.562  0.0426

Its frontier orbital gap is 5.936 eV. The value obtained for the largest force on an atom is 0.72 eV/A. Its charge is -1. As for the spin multiplicity: 1. The HOMO energy is -4.31 eV. The lowest unoccupied orbital energy is 1.627 eV. The value obtained for the total energy is -8432.06512 Eh.

This record from the Open Molecules 2025 dataset describes an isolated molecule of C6H11O2P. The level of theory is ωB97M-V/def2-TZVPD.

Each line ends with the Löwdin charge.
Positions of all 20 atoms, in Å:
C 0.511 1.078 1.045  -0.1777
C 0.328 -1.240 -0.749  -0.0724
C -0.965 0.908 0.851  -0.2863
C -1.484 -0.202 0.077  -0.3058
C -2.645 -1.107 0.230  -0.0236
C 2.419 0.768 -1.138  -0.1771
O 2.376 -0.938 1.055  -0.3695
O -1.488 1.046 -0.468  0.0359
P 1.505 -0.205 0.122  0.5590
H 0.835 2.081 0.758  0.0946
H 0.757 0.922 2.097  0.0967
H 0.255 -2.254 -0.396  0.0344
H 0.153 -1.075 -1.798  0.0351
H -1.598 1.356 1.616  0.1488
H -2.397 -1.903 0.930  0.0887
H -2.920 -1.542 -0.729  0.0862
H -3.495 -0.539 0.621  0.0925
H 1.745 1.315 -1.789  0.0467
H 3.082 1.456 -0.617  0.0473
H 3.025 0.076 -1.719  0.0467

Its frontier orbital gap is 9.532 eV. The value obtained for the largest force on an atom is 3.92 eV/A. Its charge is 0. As for the spin multiplicity: 1. The HOMO energy is -8.88 eV. The lowest unoccupied orbital energy is 0.650 eV. The value obtained for the total energy is -726.98330 Eh.

This record from the Open Molecules 2025 dataset describes the ion C6H13N6 with charge +1. The level of theory is ωB97M-V/def2-TZVPD.

Each line ends with the Löwdin charge.
Positions of all 25 atoms, in Å:
C 0.309 2.642 -0.620  0.0653
C 0.553 1.384 -1.274  -0.2083
C -0.093 -1.036 -0.688  -0.2916
C -0.660 3.198 1.661  0.0094
C 0.033 -3.296 -0.204  0.0564
C -0.220 -1.772 1.642  0.0116
N 0.114 0.393 -0.382  0.0337
N -0.348 0.959 0.736  0.1200
N -0.174 2.317 0.613  -0.1473
N 1.368 1.085 -2.351  0.1378
N -0.023 -2.065 0.193  -0.1476
N -0.107 -1.217 -2.081  0.0665
H -0.221 3.059 2.639  0.0945
H -0.433 4.247 1.342  0.1126
H -1.778 3.119 1.691  0.1175
H 0.382 -3.605 -1.177  0.0879
H 0.022 -4.024 0.474  0.0433
H 0.498 3.639 -0.897  0.1224
H 0.499 -2.445 2.142  0.1014
H -0.100 -0.694 1.797  0.0525
H -1.219 -2.121 2.176  0.1513
H 1.543 1.901 -2.911  0.1050
H 1.365 0.289 -2.972  0.0923
H -0.989 -1.753 -2.329  0.1412
H 0.697 -1.749 -2.328  0.0721

Its frontier orbital gap (spin up / spin down) is 7.161 / 7.161 eV. The value obtained for the largest force on an atom is 3.89 eV/A. Its charge is +1. As for the spin multiplicity: 1. The HOMO energy (spin up / spin down) is -10.68 / -10.68 eV. The lowest unoccupied orbital energy (spin up / spin down) is -3.515 / -3.514 eV. The value obtained for the total energy is -564.57775 Eh.

This record from the Open Molecules 2025 dataset describes an isolated molecule of C4H7N3O. The level of theory is ωB97M-V/def2-TZVPD.

Each line ends with the Löwdin charge.
Positions of all 15 atoms, in Å:
H 0.579 2.436 -0.562  0.1166
N -0.461 2.050 -0.432  0.1402
C -0.724 0.856 -0.179  -0.3922
C -2.069 0.247 0.256  -0.1168
N -2.029 -1.164 -0.152  0.0590
C -0.805 -1.373 -0.528  -0.1180
N 0.005 -0.313 -0.263  -0.1404
O 1.245 -0.284 -0.734  -0.1393
C 2.183 -0.334 0.354  -0.0767
H -2.145 0.288 1.360  0.1395
H -2.846 0.626 -0.261  0.0744
H -0.306 -2.240 -0.717  0.1091
H 2.462 -1.398 0.633  0.0876
H 3.175 0.346 -0.034  0.1473
H 1.735 0.256 1.259  0.1097

Its frontier orbital gap is 9.712 eV. As for the structure (SMILES): [H]/N=C1/CN=CN1OC. The value obtained for the largest force on an atom is 4.50 eV/A. Its charge is 0. As for the spin multiplicity: 1. The HOMO energy is -9.00 eV. The lowest unoccupied orbital energy is 0.716 eV. The value obtained for the total energy is -395.98774 Eh.

This record from the Open Molecules 2025 dataset describes an isolated molecule of C13H16ClN3O4. The level of theory is ωB97M-V/def2-TZVPD.

Each line ends with the Löwdin charge.
Positions of all 37 atoms, in Å:
O 0.351 3.574 0.718  0.0790
C 0.336 2.482 0.184  -0.4589
N 1.412 1.912 -0.387  0.0706
C 2.755 2.422 -0.232  -0.1583
C 3.725 1.361 -0.761  -0.1766
N 3.291 0.031 -0.360  -0.2005
C 3.538 -0.243 1.049  -0.1536
C 2.970 -1.618 1.406  -0.1898
O 3.536 -2.629 0.610  -0.1239
C 3.288 -2.369 -0.751  -0.1886
C 3.881 -1.023 -1.171  -0.1625
C -0.920 1.664 0.079  -0.1047
C -2.151 2.319 0.044  0.0112
C -3.329 1.606 -0.039  -0.0766
C -3.318 0.213 -0.062  -0.5695
Cl -4.809 -0.623 -0.208  0.7662
C -2.088 -0.448 0.006  -0.1460
N -1.957 -1.888 0.008  -0.3638
O -2.905 -2.559 0.338  0.0506
O -0.874 -2.330 -0.317  0.0682
C -0.904 0.281 0.073  0.0588
H 1.383 0.963 -0.732  0.1159
H 2.939 2.651 0.823  0.1193
H 2.872 3.355 -0.792  0.1272
H 4.748 1.591 -0.423  0.1284
H 3.715 1.390 -1.854  0.1221
H 3.047 0.518 1.657  0.1227
H 4.619 -0.232 1.270  0.1332
H 3.204 -1.871 2.441  0.1289
H 1.877 -1.611 1.272  0.1176
H 3.752 -3.183 -1.310  0.1276
H 2.204 -2.369 -0.939  0.1230
H 3.651 -0.834 -2.222  0.1253
H 4.977 -1.059 -1.048  0.1313
H -2.160 3.398 0.081  0.1265
H -4.277 2.117 -0.085  0.1094
H 0.017 -0.279 0.147  0.1102

Its frontier orbital gap is 8.668 eV. As for the structure (SMILES): O=C(NCCN1CCOCC1)c1ccc(Cl)c([N+](=O)[O-])c1. The value obtained for the largest force on an atom is 1.13 eV/A. Its charge is 0. As for the spin multiplicity: 1. The HOMO energy is -9.37 eV. The lowest unoccupied orbital energy is -0.706 eV. The value obtained for the total energy is -1430.30758 Eh.

This record from the Open Molecules 2025 dataset describes a structure of composition C15H21N3O5W. The level of theory is ωB97M-V/def2-TZVPD.

Each line ends with the Löwdin charge.
Positions of all 45 atoms, in Å:
W -0.601 0.348 0.410  2.0715
O -1.557 -1.381 1.596  0.0855
C -0.394 -1.327 2.028  -0.4579
O 0.053 -0.091 2.221  -0.0663
C 0.673 -2.386 1.781  -0.0164
C 1.848 -1.585 1.182  -0.0986
C 2.898 -2.387 0.437  -0.0293
C 2.234 -2.729 -0.925  -0.0416
C 0.801 -2.308 -0.690  -0.1229
O 0.997 -0.973 0.011  -0.2295
C 0.266 -3.210 0.507  -0.0508
C -1.118 -3.647 0.411  0.1279
O -2.158 -4.026 0.354  0.4951
O -1.424 -0.456 -0.818  -0.2523
H 0.932 -2.980 2.662  0.2140
H 2.208 -0.778 1.810  0.1790
H 3.790 -1.779 0.299  0.1551
H 3.200 -3.263 1.014  0.1641
H 2.667 -2.157 -1.745  0.1563
H 2.297 -3.784 -1.193  0.1621
H 0.149 -2.174 -1.548  0.1746
H 0.834 -4.152 0.494  0.2090
C -2.962 3.902 1.541  -0.1089
C -3.305 2.552 0.940  -0.0561
N -2.090 2.008 0.133  -0.0106
C -0.967 2.891 -0.034  -0.3357
N 0.123 2.078 -0.171  -0.1055
C 1.474 2.728 -0.334  -0.0968
C 1.456 4.064 0.396  -0.1059
C 0.276 4.931 -0.024  -0.0292
N -0.999 4.155 0.112  0.0650
C -2.287 4.808 0.518  -0.0272
H -2.327 3.803 2.424  0.1414
H -3.894 4.362 1.875  0.1615
H -4.111 2.630 0.211  0.1522
H -3.576 1.805 1.682  0.1388
H -2.449 1.766 -0.798  0.1634
H 1.630 2.840 -1.409  0.1542
H 2.237 2.056 0.056  0.1301
H 2.379 4.597 0.164  0.1590
H 1.441 3.909 1.477  0.1410
H 0.335 5.272 -1.059  0.1660
H 0.182 5.804 0.617  0.1554
H -2.887 4.981 -0.378  0.1641
H -2.023 5.774 0.944  0.1548

Its frontier orbital gap is 6.421 eV. The value obtained for the largest force on an atom is 1.04 eV/A. Its charge is +4. As for the spin multiplicity: 1. The HOMO energy is -23.74 eV. The lowest unoccupied orbital energy is -17.318 eV. The value obtained for the total energy is -1190.04421 Eh.